Entry from OMol25: a molecular structure, C37H92ClFIN6O11PS8 (wB97M-V/def2-TZVPD).

Summary:
Gap between HOMO and LUMO (eV): 5.69
HOMO level (eV): -5.76
LUMO energy (eV): -0.06
Calculated total energy (Eh): -7004.85088

XYZ file:
```
158
C37H92ClFIN6O11PS8 (wB97M-V/def2-TZVPD)
C 2.3375 -1.4303 3.7707
C 2.0175 -1.3881 2.2869
C 0.6642 -0.6097 1.7225
C 0.9693 0.1812 0.2593
Cl 2.7901 0.6496 0.5760
C 0.8407 -0.9866 -0.8499
C 2.1694 -1.3491 -1.7434
N 3.2165 -2.1893 -0.9816
N 2.7619 -0.2226 -2.5481
N 1.6474 -2.3451 -2.8079
O 0.2276 1.3217 0.3243
C -0.5909 2.0707 -0.4782
C 0.1823 3.5602 -0.6752
C 1.5264 3.7704 0.2089
O 1.6924 3.6211 1.5333
N 2.7955 4.2874 -0.5061
C 3.2828 3.3134 -1.5496
C 3.8711 4.6650 0.4867
C -0.9734 1.7322 -2.0121
F 0.2425 1.3695 -2.8373
C -2.1698 0.7124 -2.3708
C -2.9980 1.3373 -3.6850
C -1.9057 2.4711 0.5033
I -3.4981 3.5486 -0.6356
O -1.3082 3.2150 1.5727
C -1.9417 4.1817 2.3548
C -3.4697 3.8884 2.9692
C -1.9952 5.7584 1.8657
C -0.5607 6.4830 1.6214
C -0.5947 7.1712 0.1028
C 0.8618 7.1911 -0.6466
N 2.0242 7.6244 0.2228
P -2.7984 1.0032 1.3081
N -2.4579 -0.4728 0.8220
H 3.0643 -0.6722 4.3021
H 1.8600 -2.3348 4.3857
H 2.7713 -1.9924 1.6075
H 0.3252 0.1441 2.5556
H -0.1564 -1.4308 1.6243
H 0.5690 -2.0296 -0.3275
H -0.0346 -0.8608 -1.6424
H 4.1393 -1.8079 -1.3474
H 3.2097 -3.1859 -1.3549
H 3.6099 0.2008 -2.1080
H 2.9051 -0.4573 -3.5544
H 2.4441 -2.5877 -3.4624
H 1.2700 -3.2029 -2.3452
H 0.5390 3.6914 -1.8109
H -0.5899 4.4640 -0.5554
H 3.8620 3.8219 -2.4600
H 4.0790 2.5845 -1.0520
H 2.4517 2.6103 -2.0014
H 3.4747 5.5037 1.2076
H 4.3198 3.7288 1.0263
H 4.7520 5.1529 -0.1553
H -1.2878 2.7664 -2.5299
H -3.0108 0.5813 -1.5383
H -1.8711 -0.3715 -2.6973
H -3.9065 1.9516 -3.2280
H -2.3037 1.9801 -4.3748
H -3.4838 0.4065 -4.2200
H -1.3030 4.2602 3.3724
H -3.5849 2.8155 3.4191
H -4.3264 4.2055 2.2380
H -3.5508 4.6347 3.8982
H -2.4986 6.3314 2.7874
H -2.6892 5.9790 0.9580
H 0.3923 5.8426 1.8243
H -0.4818 7.4183 2.3602
H -1.0314 8.2814 0.1575
H -1.3364 6.5946 -0.6340
H 0.7750 8.0072 -1.5136
H 1.0591 6.1665 -1.2272
H 2.1470 8.6568 -0.0024
H 2.8736 7.1840 -0.2437
H -4.2474 1.1764 1.1243
H -2.5339 1.0303 2.7543
H -1.7352 -0.3578 0.0909
C 1.3902 -5.0934 2.8315
S 1.2570 -5.1137 1.0274
O 0.2049 -4.1159 0.6414
C 0.5149 -6.7594 0.9106
H 1.8014 -4.1287 3.1379
H 0.4037 -5.2255 3.2819
H 2.0617 -5.8909 3.1569
H -0.4188 -6.7905 1.4772
H 1.2140 -7.5045 1.2971
H 0.3068 -6.9717 -0.1411
C 1.7658 3.4226 5.2269
S 0.7110 3.3936 6.6964
O -0.6211 3.9637 6.3069
C 1.6092 4.6781 7.5998
H 1.3659 2.7127 4.4990
H 1.7725 4.4237 4.7896
H 2.7806 3.1250 5.5000
H 1.6251 5.6033 7.0189
H 2.6292 4.3410 7.7978
H 1.0977 4.8560 8.5491
C -4.2253 -8.1063 4.0444
S -3.6123 -8.5904 2.4127
O -2.1941 -8.1129 2.3036
C -4.6468 -7.4419 1.4730
H -3.6842 -8.6783 4.8019
H -4.0558 -7.0394 4.2074
H -5.2914 -8.3325 4.1157
H -4.4516 -6.4152 1.7915
H -5.6999 -7.6889 1.6257
H -4.4028 -7.5440 0.4126
C 8.1923 -1.2423 -2.8151
S 7.1375 -1.2712 -1.3456
O 5.8054 -0.7012 -1.7351
C 8.0357 0.0132 -0.4422
H 7.7924 -1.9522 -3.5430
H 8.1990 -0.2412 -3.2523
H 9.2071 -1.5398 -2.5419
H 8.0516 0.9384 -1.0231
H 9.0558 -0.3238 -0.2442
H 7.5242 0.1911 0.5071
C 4.4601 8.5440 5.5187
S 3.0149 8.6739 6.5990
O 2.8691 7.3645 7.3170
C 1.7873 8.7056 5.2706
H 5.3541 8.4722 6.1426
H 4.3824 7.6510 4.8940
H 4.5289 9.4360 4.8921
H 1.8714 7.8027 4.6612
H 1.9407 9.5925 4.6515
H 0.7918 8.7472 5.7197
C -1.0135 -4.5921 -4.0203
S -0.0100 -6.0215 -3.5487
O 1.4304 -5.6113 -3.6399
C -0.3878 -7.0107 -5.0154
H -0.8991 -3.8205 -3.2553
H -0.6780 -4.1994 -4.9830
H -2.0635 -4.8870 -4.0801
H -0.0899 -6.4716 -5.9179
H -1.4577 -7.2290 -5.0440
H 0.1700 -7.9486 -4.9539
C -0.9399 -4.0472 -8.3982
S -2.3851 -3.9172 -7.3179
O -2.5309 -5.2267 -6.5999
C -3.6127 -3.8856 -8.6462
H -0.0459 -4.1190 -7.7742
H -1.0176 -4.9401 -9.0228
H -0.8711 -3.1552 -9.0247
H -3.5286 -4.7885 -9.2557
H -3.4593 -2.9987 -9.2653
H -4.6082 -3.8439 -8.1971
C -9.4106 -6.9607 -0.8484
S -7.9780 -7.5941 -1.7535
O -6.9456 -7.9945 -0.7410
C -7.4717 -6.0013 -2.4459
H -9.8690 -7.7882 -0.3018
H -9.0964 -6.1898 -0.1408
H -10.1358 -6.5497 -1.5542
H -7.2747 -5.2887 -1.6415
H -8.2584 -5.6204 -3.1011
H -6.5589 -6.1510 -3.0279
```